No. 1
Computed, not measured: a single C21H34N4O2S molecule in a non-equilibrium geometry, with ωB97M-V/def2-TZVPD.

Last columns: bonded neighbours and bond lengths (Å).
Cartesian coordinates (Å):
1 C -2.5749 -1.3229 2.1505  C2 1.227, H29 1.122
2 C -1.7347 -1.0934 1.2863  C1 1.227, C3 1.585
3 C -0.9635 -1.2156 -0.0932  C2 1.585, C4 1.585, C18 1.609, H30 1.128
4 C 0.0747 -2.3682 0.2336  C3 1.585, C5 1.595, C15 1.597, H31 1.139
5 C 1.5565 -2.3380 -0.3555  C4 1.595, C6 1.588, H32 1.135, H33 1.143
6 C 1.7701 -1.4882 -1.6799  C5 1.588, C7 1.619, H34 1.125, H35 1.127
7 C 3.2518 -0.8397 -1.6101  C6 1.619, C8 1.617, H36 1.125, H37 1.136
8 C 3.1438 0.6037 -0.8898  C7 1.617, C9 1.595, H38 1.140, H39 1.133
9 C 4.0137 0.7164 0.4421  C8 1.595, C10 1.586, H40 1.139, H41 1.142
10 C 3.1950 0.6180 1.7964  C9 1.586, C11 1.587, H42 1.141, H43 1.137
11 C 1.9984 1.6511 1.9342  C10 1.587, C12 1.595, H44 1.131, H45 1.141
12 C 1.3398 1.4565 3.3742  C11 1.595, C13 1.591, H46 1.134, H47 1.137
13 C 0.1225 2.4479 3.6314  C12 1.591, C14 1.608, H48 1.141, H49 1.128
14 C -1.2319 1.9576 2.9167  C13 1.608, H50 1.133, H51 1.126, H52 1.134
15 C -0.7903 -3.7075 0.1421  C4 1.597, O16 1.214, N17 1.466
16 O -0.5514 -4.8223 0.5606  C15 1.214
17 N -2.0153 -3.2885 -0.5459  C15 1.466, C18 1.471, H53 1.023
18 C -1.8713 -1.9711 -1.1855  C3 1.609, N17 1.471, C19 1.611, C21 1.592
19 C -1.3144 -2.1119 -2.6904  C18 1.611, N20 1.477, H54 1.140, H55 1.136
20 N -0.6201 -3.3777 -3.0027  C19 1.477, H56 1.024, H57 1.026
21 C -3.1517 -1.0447 -1.3734  C18 1.592, C22 1.613, H58 1.139, H59 1.128
22 C -2.7262 0.4342 -1.8575  C21 1.613, S23 1.853, H60 1.128, H61 1.132
23 S -3.0677 1.6356 -0.4889  C22 1.853, C24 1.817
24 C -2.6848 3.3271 -1.0297  S23 1.817, N25 1.377, O28 1.396
25 N -3.2887 4.3640 -0.3541  C24 1.377, N26 1.371
26 N -2.8367 5.5535 -0.8641  N25 1.371, C27 1.366
27 C -1.9525 5.1897 -1.8401  N26 1.366, O28 1.394, H62 1.121
28 O -1.8410 3.8133 -2.0296  C24 1.396, C27 1.394
29 H -3.0862 -1.6064 3.1078  C1 1.122
30 H -0.5393 -0.2039 -0.3566  C3 1.128
31 H 0.2706 -2.2780 1.3519  C4 1.139
32 H 2.3054 -2.0599 0.4509  C5 1.135
33 H 1.8133 -3.4191 -0.6242  C5 1.143
34 H 1.0714 -0.6169 -1.8153  C6 1.125
35 H 1.7559 -2.1294 -2.6068  C6 1.127
36 H 3.9939 -1.5131 -1.0981  C7 1.125
37 H 3.5174 -0.6040 -2.6896  C7 1.136
38 H 3.5336 1.4132 -1.5924  C8 1.140
39 H 2.0719 0.8933 -0.6666  C8 1.133
40 H 4.6894 1.6333 0.4127  C9 1.139
41 H 4.7325 -0.1705 0.4330  C9 1.142
42 H 3.9002 0.8274 2.6691  C10 1.141
43 H 2.8080 -0.4395 1.9551  C10 1.137
44 H 2.3961 2.7015 1.8017  C11 1.131
45 H 1.1638 1.4494 1.1828  C11 1.141
46 H 0.9315 0.3989 3.4084  C12 1.134
47 H 2.1684 1.5986 4.1391  C12 1.137
48 H -0.1003 2.3992 4.7494  C13 1.141
49 H 0.3400 3.5260 3.3825  C13 1.128
50 H -1.5627 1.0419 3.4958  C14 1.133
51 H -1.0290 1.7467 1.8294  C14 1.126
52 H -2.0409 2.7341 3.0852  C14 1.134
53 H -2.4979 -4.0215 -1.0707  N17 1.023
54 H -2.2122 -2.0655 -3.3915  C19 1.140
55 H -0.6541 -1.2341 -2.9801  C19 1.136
56 H -1.2312 -4.1883 -2.8702  N20 1.024
57 H 0.1940 -3.5406 -2.4006  N20 1.026
58 H -3.8628 -1.4213 -2.1802  C21 1.139
59 H -3.7801 -0.9105 -0.4461  C21 1.128
60 H -3.2742 0.7428 -2.7940  C22 1.128
61 H -1.6213 0.5126 -2.0890  C22 1.132
62 H -1.4145 6.0246 -2.3607  C27 1.121

Properties
**Energy above the lowest of the compared OMol25 structures with the same formula, charge and spin**: 753.0 kJ/mol
**Orbital gap**: 9.30 eV
**Charge**: 0
**Multiplicity**: 1
**Structure (SMILES)**: C#C[C@H]1[C@H](CCCCCCCCCC)C(=O)N[C@@]1(CN)CCSc1nnco1
**LUMO**: 0.4 eV
**HOMO**: -8.9071 eV

How positive or negative is each atom? The Löwdin charges in e answer that: C 0.11; C -0.10; C -0.17; C -0.17; C -0.12; C -0.20; C -0.18; C -0.19; C -0.21; C -0.22; C -0.22; C -0.22; C -0.25; C -0.13; C -0.37; O 0.08; N 0.11; C -0.37; C -0.19; N 0.01; C -0.18; C -0.44; S 0.95; C -0.57; N -0.02; N 0.02; C -0.15; O 0.00; H 0.07; H 0.13; H 0.14; H 0.10; H 0.13; H 0.08; H 0.10; H 0.11; H 0.11; H 0.11; H 0.08; H 0.11; H 0.10; H 0.11; H 0.10; H 0.12; H 0.09; H 0.11; H 0.11; H 0.10; H 0.10; H 0.06; H 0.03; H 0.08; H 0.14; H 0.13; H 0.11; H 0.07; H 0.05; H 0.12; H 0.09; H 0.09; H 0.07; H 0.14

=====

No. 2
Computed, not measured: 3 unconnected molecules or ions with the total composition C21H34N4O3 in a non-equilibrium geometry, with ωB97M-V/def2-TZVPD.

Last columns: bonded neighbours and bond lengths (Å).
Cartesian coordinates (Å):
1 N 1.7091 -0.8083 2.5791  O2 1.251, O3 1.199, O4 1.237
2 O 2.9284 -0.6487 2.8062  N1 1.251
3 O 1.1834 -0.1953 1.6927  N1 1.199
4 O 1.1484 -1.7442 3.1614  N1 1.237
5 C 2.6728 1.4213 -6.5026  C6 1.526, H15 1.090, H16 1.090, H17 1.090
6 C 2.2941 1.8553 -5.0891  C5 1.526, C7 1.564, H18 1.090, H19 1.090
7 C 1.9425 0.6880 -4.1097  C6 1.564, N8 1.525, H20 1.090, H21 1.090
8 N 1.4047 1.2310 -2.7902  C7 1.525, C9 1.561, C13 1.598, C14 1.561
9 C 1.2470 -0.0024 -1.8459  N8 1.561, C10 1.534, H22 1.090, H23 1.090
10 C 2.6435 -0.4208 -1.3687  C9 1.534, C11 1.466, H24 1.090, H25 1.090
11 C 3.3967 0.6513 -0.7105  C10 1.466, C12 1.531, H26 1.090, H27 1.090
12 C 3.6117 1.8486 -1.6409  C11 1.531, C13 1.485, H28 1.090, H29 1.090
13 C 2.2944 2.3618 -2.0957  N8 1.598, C12 1.485, H30 1.090, H31 1.090
14 C -0.0475 1.7614 -3.0034  N8 1.561, H32 1.090, H33 1.090, H34 1.090
15 H 2.9885 2.2774 -7.0989  C5 1.090
16 H 1.8478 1.0170 -7.0890  C5 1.090
17 H 3.4429 0.6499 -6.4960  C5 1.090
18 H 1.5121 2.6142 -5.1156  C6 1.090
19 H 3.1067 2.4783 -4.7154  C6 1.090
20 H 2.8154 0.0512 -3.9659  C7 1.090
21 H 1.2330 0.0018 -4.5722  C7 1.090
22 H 0.8448 -0.8567 -2.3904  C9 1.090
23 H 0.6674 0.2219 -0.9504  C9 1.090
24 H 3.2739 -0.8165 -2.1650  C10 1.090
25 H 2.5358 -1.2310 -0.6476  C10 1.090
26 H 4.3798 0.2322 -0.4963  C11 1.090
27 H 3.0025 0.8730 0.2812  C11 1.090
28 H 4.1522 1.5007 -2.5212  C12 1.090
29 H 4.1529 2.6861 -1.2005  C12 1.090
30 H 2.3636 3.2078 -2.7796  C13 1.090
31 H 1.6754 2.7274 -1.2764  C13 1.090
32 H -0.5659 1.7756 -2.0447  C14 1.090
33 H -0.5036 1.0821 -3.7235  C14 1.090
34 H -0.0581 2.7224 -3.5175  C14 1.090
35 C -4.5248 2.6890 5.3002  N36 1.476, H49 1.090, H50 1.090, H51 1.090
36 N -3.7725 1.5233 4.7952  C35 1.476, C37 1.364, C41 1.377
37 C -4.2787 0.2733 5.0027  N36 1.364, C38 1.352, H52 1.080
38 C -3.6473 -0.7374 4.3651  C37 1.352, C39 1.391, H53 1.080
39 C -2.4800 -0.5716 3.6261  C38 1.391, C40 1.384, C42 1.506
40 C -1.9309 0.6961 3.5362  C39 1.384, C41 1.379, H54 1.080
41 C -2.6305 1.7609 4.0627  N36 1.377, C40 1.379, H55 1.080
42 C -1.9319 -1.6707 2.7543  C39 1.506, C43 1.403, C47 1.390
43 C -1.7857 -2.9962 3.1914  C42 1.403, C44 1.409, H56 1.080
44 C -1.5213 -4.0614 2.3075  C43 1.409, N45 1.368, H57 1.080
45 N -1.3738 -3.8058 0.9718  C44 1.368, C46 1.395, C48 1.461
46 C -1.3615 -2.4855 0.5211  N45 1.395, C47 1.390, H58 1.080
47 C -1.5655 -1.4551 1.4307  C42 1.390, C46 1.390, H59 1.080
48 C -1.4272 -4.9025 0.0073  N45 1.461, H60 1.090, H61 1.090, H62 1.090
49 H -5.5882 2.4817 5.4206  C35 1.090
50 H -4.5134 3.3240 4.4143  C35 1.090
51 H -3.9936 3.1907 6.1090  C35 1.090
52 H -5.2123 0.1494 5.5313  C37 1.080
53 H -4.1438 -1.6962 4.3898  C38 1.080
54 H -1.0495 0.7853 2.9185  C40 1.080
55 H -2.2510 2.7685 3.9785  C41 1.080
56 H -2.0262 -3.1347 4.2351  C43 1.080
57 H -1.4829 -5.0980 2.6079  C44 1.080
58 H -1.0919 -2.3719 -0.5185  C46 1.080
59 H -1.2866 -0.4418 1.1821  C47 1.080
60 H -0.5007 -4.9362 -0.5658  C48 1.090
61 H -2.2286 -4.6645 -0.6921  C48 1.090
62 H -1.6960 -5.8264 0.5194  C48 1.090

Properties
**Orbital gap**: 5.09 eV
**Charge**: +2
**Multiplicity**: 1
**LUMO**: -7.1 eV
**HOMO**: -12.2306 eV

How positive or negative is each atom? The Löwdin charges in e answer that: N -0.65; O -0.01; O -0.07; O -0.04; C -0.09; C -0.22; C -0.11; N -0.20; C -0.09; C -0.20; C -0.20; C -0.15; C -0.08; C 0.03; H 0.09; H 0.08; H 0.08; H 0.10; H 0.10; H 0.12; H 0.13; H 0.13; H 0.11; H 0.12; H 0.13; H 0.13; H 0.11; H 0.12; H 0.14; H 0.12; H 0.14; H 0.10; H 0.10; H 0.10; C 0.03; N -0.08; C 0.03; C 0.03; C -0.09; C 0.06; C 0.05; C -0.12; C 0.06; C 0.06; N -0.08; C 0.05; C 0.02; C 0.02; H 0.11; H 0.11; H 0.12; H 0.16; H 0.14; H 0.12; H 0.16; H 0.14; H 0.15; H 0.14; H 0.11; H 0.12; H 0.11; H 0.11

=====

Q: charge of number 1 (C21H34N4O2S)?
A: 0